A structure of composition C15H30AgF9O9, computed with ωB97M-V/def2-TZVPD.

The geometry in XYZ format:
```
64
Properties=species:S:1:pos:R:3:forces:R:3
Ag -0.47962 0.11592 -0.51226 0.8 -1.7 0.7
C -2.14125 -2.50825 -0.34406 -0.6 0.3 -1.2
O -3.07726 -1.50425 -0.81596 0.7 -0.1 0.7
O -0.92999 -1.99357 -0.29056 0.8 0.9 -0.1
C -2.59806 -3.09807 0.99652 0.6 0.2 0.7
F -1.60692 -3.82474 1.53293 -0.1 0.1 0.0
F -2.95780 -2.16828 1.90023 -0.2 -0.1 -0.3
F -3.63623 -3.94525 0.86380 -0.5 -0.3 -0.1
C -4.36497 -1.88675 -1.16487 -0.9 -0.2 -0.1
C -5.22305 -0.63145 -1.20169 0.2 0.0 0.2
H -5.51492 -0.33382 -0.19124 0.1 0.0 0.0
H -4.62500 0.17700 -1.62742 -0.2 0.0 -0.2
H -6.14500 -0.80210 -1.75678 0.0 0.1 -0.2
H -4.80727 -2.57376 -0.44418 0.0 -0.2 0.0
H -4.38999 -2.38733 -2.14348 0.1 0.0 -0.1
H -2.18237 -3.36046 -1.06523 -0.1 0.0 0.1
C 2.55042 -0.26161 -2.17060 0.0 -1.0 -0.4
O 3.84427 -0.28647 -1.54934 0.2 0.5 0.0
O 1.64797 -0.25027 -1.25733 -1.2 0.2 0.8
C 2.41649 0.95781 -3.11250 -0.3 0.6 0.4
F 2.41360 2.13808 -2.43933 0.3 -0.1 -0.2
F 3.33895 1.07617 -4.08544 0.3 0.1 -0.3
F 1.23208 0.92125 -3.76371 -0.2 -0.1 -0.1
C 4.95725 -0.55248 -2.34979 0.4 -0.3 -0.6
C 6.18522 -0.51877 -1.46368 -0.2 0.7 0.5
H 6.14886 -1.34489 -0.75490 0.3 0.0 0.0
H 7.12927 -0.45971 -2.00365 0.0 -0.5 -0.2
H 6.15895 0.41197 -0.88252 -0.1 -0.2 0.0
H 5.05667 0.16569 -3.16941 0.1 0.0 0.1
H 4.87125 -1.54254 -2.83365 -0.1 0.0 0.1
H 2.47318 -1.16409 -2.84160 0.4 0.2 -0.3
C 0.32011 0.51173 2.88349 0.3 0.6 -0.4
O 1.58771 0.28582 3.56865 -0.4 -0.3 -0.3
O 0.43645 0.22896 1.62625 -0.1 0.1 -0.8
C -0.74910 -0.36336 3.53982 0.0 -0.8 -0.2
F -0.78221 -0.31788 4.89128 -0.2 0.1 0.3
F -1.98707 0.00810 3.12613 -0.2 0.2 0.1
F -0.60776 -1.65446 3.21108 0.0 0.2 0.2
C 1.79052 0.94028 4.76769 0.7 0.6 0.8
C 3.26200 0.82985 5.14978 0.1 -0.4 0.2
H 3.93530 1.29817 4.43206 -0.1 0.1 -0.1
H 3.41496 1.26859 6.14130 0.0 0.1 -0.1
H 3.55601 -0.22151 5.22117 -0.1 0.0 -0.1
H 1.21483 0.53213 5.60592 -0.2 -0.1 -0.1
H 1.54945 2.01727 4.71998 -0.2 -0.1 -0.2
H 0.03491 1.58394 3.06575 0.0 0.0 0.5
C 0.52293 3.06644 0.00362 0.0 0.2 0.0
O -0.00767 2.22211 -1.02238 -0.5 0.7 0.4
H 0.31235 2.56618 0.94584 0.3 -0.1 0.0
H 1.59265 3.20708 -0.14888 0.0 -0.2 0.2
H 0.03766 4.05133 0.00662 -0.1 -0.1 -0.1
H 0.03821 2.66413 -1.87291 0.2 -0.3 -0.1
C -0.99625 -1.06626 -3.41895 0.2 -0.1 0.0
O -1.32426 0.17888 -2.80008 -0.2 -0.1 -0.3
H -1.82090 -1.78330 -3.35943 -0.1 0.2 0.0
H -0.69446 -0.91197 -4.45489 0.0 0.0 -0.1
H -0.15708 -1.48892 -2.86870 0.0 0.1 0.0
H -1.77618 0.73745 -3.43539 -0.1 0.0 0.0
C -3.13640 2.14416 0.05985 0.5 0.6 0.2
O -2.43492 0.96868 0.43216 -0.6 0.7 0.0
H -2.52624 3.02452 0.30689 0.0 -0.2 0.0
H -3.30211 2.20433 -1.01908 -0.2 -0.3 0.0
H -4.06565 2.26287 0.61759 -0.1 -0.2 -0.2
H -2.98251 0.43971 1.01944 0.3 -0.3 0.0
```
Positions in Å, forces in eV/Å.

Its total energy is -62923.182 eV. As for the gap between HOMO and LUMO (alpha / beta): 7.17 / 5.95 eV. As for the multiplicity: 2. As for the total charge: -1.